A molecular structure, C25H35N3O3SW. Source: the OMol25 dataset; level of theory: the ωB97M-V functional and the def2-TZVPD basis.

```
68
Properties=species:S:1:pos:R:3:nbo_charge:R:1
W -0.27065 -0.29210 0.02776 2.581
C -3.20894 -0.16569 -0.41275 -0.427
N -2.22106 -1.25853 -0.13736 -0.530
C -2.66615 -1.89113 1.15293 -0.242
C -1.67241 -2.82636 1.84872 -0.453
C -0.47165 -2.14190 2.51042 -0.241
N 0.47950 -1.57818 1.52234 -0.632
C 1.75438 -1.88596 1.70102 0.282
C 2.84439 -1.32019 0.99410 -0.235
C 4.16175 -1.78051 1.24920 -0.050
C 5.24936 -1.17830 0.65631 -0.166
C 5.07012 -0.09094 -0.19776 -0.062
C 3.79710 0.41746 -0.44712 -0.237
C 2.68630 -0.18580 0.12605 0.344
O 1.43308 0.29416 -0.04749 -0.596
C -2.39781 -2.19983 -1.30783 -0.233
C -1.45458 -3.40077 -1.43068 -0.437
C 0.05687 -3.07143 -1.34008 -0.241
N 0.26193 -1.62248 -1.48157 -0.594
C 0.84531 -1.17841 -2.57257 0.245
C 0.88023 0.18608 -2.96625 -0.147
C 1.61563 0.54607 -4.12609 -0.094
C 1.55480 1.82217 -4.63978 -0.162
C 0.73849 2.78035 -4.03775 -0.066
C -0.02614 2.45813 -2.91936 -0.223
C 0.04481 1.19021 -2.35959 0.268
O -0.72116 0.85424 -1.28865 -0.604
H -4.21874 -0.58317 -0.51291 0.270
H -2.98074 0.35374 -1.35185 0.242
H -3.24094 0.55818 0.40666 0.218
H -3.59458 -2.44726 0.97201 0.264
H -2.90076 -1.07774 1.85506 0.229
H -1.32934 -3.64058 1.21033 0.231
H -2.23861 -3.30677 2.65422 0.298
H 0.03943 -2.87304 3.15059 0.260
H -0.80779 -1.32065 3.16453 0.234
H 2.02259 -2.59997 2.48467 0.253
H 4.31643 -2.60477 1.92834 0.263
H 6.24879 -1.52414 0.87411 0.285
H 5.92903 0.38314 -0.65088 0.277
H 3.68199 1.29382 -1.07027 0.259
H -2.30847 -1.59418 -2.22207 0.225
H -3.42013 -2.59930 -1.29344 0.265
H -1.66417 -3.82475 -2.41658 0.279
H -1.70466 -4.18669 -0.72009 0.250
H 0.59587 -3.62973 -2.11571 0.262
H 0.46791 -3.38586 -0.36906 0.218
H 1.28597 -1.89315 -3.27098 0.257
H 2.23591 -0.20150 -4.60198 0.260
H 2.12221 2.07210 -5.52414 0.284
H 0.68033 3.77662 -4.45119 0.280
H -0.70091 3.18736 -2.49323 0.258
C -3.24726 3.90973 2.73569 -0.641
C -2.11014 2.91236 2.89007 -0.541
S -1.56415 2.37718 1.22959 1.199
O -1.04588 0.85160 1.40228 -0.889
C 0.04625 3.21493 1.01832 -0.554
C 1.08276 2.77275 2.03913 -0.630
H -3.51274 4.28916 3.71960 0.294
H -4.14123 3.46012 2.31630 0.243
H -2.97197 4.77070 2.13607 0.240
H -2.45072 2.01763 3.41000 0.275
H -1.27924 3.34934 3.43740 0.270
H -0.15215 4.28764 1.07652 0.301
H 0.36696 2.96667 -0.00236 0.238
H 0.87120 3.13829 3.04275 0.257
H 2.04966 3.19579 1.76862 0.275
H 1.17852 1.67403 2.06770 0.196
```

Computed properties:
Multiplicity: 1
E_HOMO in eV: -21.067
Lowest unoccupied orbital energy in eV: -15.0309
Total charge: +4
Total energy in a.u.: -1827.40418
F_max in eV Å⁻¹: 2.7


A molecular structure, C25H36BeClCsF3N4O6. Source: the OMol25 dataset; level of theory: the ωB97M-V functional and the def2-TZVPD basis.

```
77
Properties=species:S:1:pos:R:3:mulliken_charge:R:1
C 2.36387 -0.69294 2.29691 -1.422
C 3.38908 -1.95443 2.08690 -0.001
C 3.04008 -3.26940 2.95985 0.217
C 2.79920 -4.60460 2.13212 0.110
C 3.74515 -4.81898 0.91991 -0.824
C 2.90640 -4.98256 -0.39932 -0.950
C 2.00344 -3.78892 -0.60389 -0.160
N 0.77444 -3.63119 -0.16326 0.245
C 0.29344 -2.36922 -0.51504 -0.186
C 1.30805 -1.80325 -1.19241 -0.610
N 2.37173 -2.68250 -1.25828 0.106
H 2.88396 0.15477 2.84931 0.476
H 1.39602 -0.99979 2.84073 0.468
H 2.05863 -0.29250 1.27312 0.107
H 4.35439 -1.58709 2.45615 0.416
H 3.43285 -2.11280 1.00847 0.086
H 3.76100 -3.43713 3.77158 0.433
H 2.05617 -3.04687 3.50033 -0.880
H 1.73612 -4.71742 1.87405 -0.300
H 2.99596 -5.43541 2.82786 0.459
H 4.47346 -4.01406 0.76040 0.455
H 4.30923 -5.75239 1.04162 0.385
H 2.26927 -5.87911 -0.36512 0.354
H 3.57177 -5.06427 -1.26969 0.431
H 0.31740 -4.37209 0.36227 0.310
H -0.69233 -2.00588 -0.25888 0.560
H 1.26105 -0.78998 -1.58859 0.346
H 3.26283 -2.52398 -1.70806 0.248
C -1.59424 -3.91401 4.44691 -1.220
C -1.84496 -3.35053 5.68150 0.097
C -1.63712 -4.31607 6.85617 0.504
O -1.73628 -3.97860 8.01760 -0.536
C -1.30779 -5.70442 6.56011 -0.390
C -1.06554 -6.27162 5.28626 0.285
C -1.16806 -5.27578 4.13966 0.336
O -0.92486 -5.54909 2.96565 -0.691
O -0.78931 -7.43451 5.04109 -0.552
O -2.19098 -2.19067 5.92452 -0.653
H -1.70740 -3.30047 3.56288 1.490
H -1.24569 -6.33665 7.43911 0.467
C -1.47977 2.97589 -7.13420 -1.532
C -1.98115 3.48704 -5.80082 -0.076
N -1.76755 2.54834 -4.67914 0.140
C -1.20413 1.29053 -4.71704 -0.321
C -1.25236 0.79491 -3.45646 -0.635
N -1.83996 1.76475 -2.67298 0.318
C -2.12832 2.82084 -3.43377 -0.525
C -2.12251 1.69044 -1.24444 -1.055
H -1.96850 2.03946 -7.40979 0.397
H -1.68958 3.70614 -7.91218 0.385
H -0.40218 2.80472 -7.11139 0.401
H -3.05143 3.68554 -5.85695 0.342
H -1.48201 4.42222 -5.54579 0.354
H -0.83548 0.88383 -5.64029 0.490
H -0.94177 -0.13535 -3.01891 0.485
H -2.58305 3.74014 -3.09414 0.722
H -3.19547 1.84121 -1.08520 0.397
H -1.56865 2.48797 -0.73519 0.454
H -1.83484 0.72418 -0.84827 0.271
C -0.62469 4.94173 -0.57234 0.188
C -2.01539 5.22122 -1.13304 0.155
O -2.65571 6.33903 -0.60828 -0.472
C -2.29963 7.64048 -1.16352 0.226
O -2.36982 7.65589 -2.46166 -0.745
C -0.92974 8.17425 -0.62787 0.665
F -0.76008 7.85533 0.67770 -0.265
F -0.89124 9.51238 -0.68967 -0.279
F 0.15029 7.71750 -1.28230 -0.261
H -0.58291 5.12737 0.50072 0.356
H -0.34208 3.90152 -0.76489 -1.043
H 0.13012 5.55840 -1.04860 0.444
H -2.65893 4.37325 -0.84437 0.173
H -2.00591 5.23922 -2.23250 -0.113
H -3.01623 8.29390 -0.62115 0.262
Cs 0.63948 -1.85136 3.84490 1.045
Be 0.08805 1.67167 -0.52088 0.178
Cl 2.24269 3.15181 -0.61580 -0.544
```

Computed properties:
Multiplicity: 1
E_HOMO in eV: -8.308
Lowest unoccupied orbital energy in eV: -7.1334
Total charge: +1
Total energy in a.u.: -2438.51066
F_max in eV Å⁻¹: 15.5


A molecular structure, C25H36CuN7O2SSi. Source: the OMol25 dataset; level of theory: the ωB97M-V functional and the def2-TZVPD basis.

```
73
Properties=species:S:1:pos:R:3:lowdin_spin:R:1
Cu 0.33528 0.48218 1.20335 0.507
C 1.20864 0.25746 4.08720 0.039
C 0.05754 0.62050 3.17333 0.175
O -0.97260 1.05590 3.64037 0.093
H 0.93034 0.39528 5.13384 0.004
H 2.06444 0.88077 3.82079 0.000
H 1.50792 -0.77495 3.89872 0.000
S -2.23137 -2.97175 1.03550 0.002
C -1.78848 -3.20686 -0.57526 0.000
N -0.51579 -3.12547 -0.98316 0.000
C -0.08009 -3.15698 -2.37536 0.000
C -1.23796 -2.81971 -3.29623 0.000
C -2.43408 -3.67506 -2.92416 0.000
N -2.71671 -3.49983 -1.50929 0.000
H 0.12140 -2.77112 -0.28828 0.000
H 0.31925 -4.14730 -2.61681 0.000
H 0.72960 -2.43950 -2.49871 0.000
H -0.94517 -2.98498 -4.33225 0.000
H -1.49934 -1.76612 -3.18523 0.000
H -2.23398 -4.72906 -3.14978 0.000
H -3.31645 -3.37542 -3.48962 0.000
H -3.65494 -3.56807 -1.15765 0.000
N 0.00556 -0.02716 -0.82562 0.007
C 0.01223 0.21243 -1.95796 0.003
C 0.00099 0.45075 -3.33312 0.002
C -1.00274 1.28524 -3.87648 0.000
N -1.82593 1.96244 -4.32349 0.001
C 0.86213 -0.29184 -4.17062 0.000
N 1.54197 -0.93386 -4.85075 0.001
C 3.63352 -1.67655 -0.61945 0.001
Si 3.05274 -1.17233 1.09999 0.008
C 1.78584 -2.45806 1.65794 0.001
C 4.51174 -1.35657 2.28394 0.001
N 2.31480 0.36773 1.14626 0.090
C 2.93244 1.55955 0.86291 0.009
C 2.21880 2.77868 0.91876 -0.001
C 2.81865 3.99471 0.64622 0.000
C 4.16323 4.07327 0.30387 -0.001
C 4.88866 2.89068 0.23925 0.001
C 4.29716 1.66865 0.50958 0.004
H 3.95971 -2.72081 -0.63435 0.000
H 4.45870 -1.06083 -0.98292 0.000
H 2.81611 -1.56641 -1.33845 0.000
H 2.02403 -2.82402 2.66052 0.000
H 1.80185 -3.33439 1.00198 0.000
H 0.75533 -2.09115 1.70261 0.002
H 4.83324 -2.40176 2.32644 0.000
H 4.20937 -1.05825 3.29148 0.000
H 5.37510 -0.75129 2.00450 0.000
H 1.16484 2.76111 1.18313 -0.001
H 2.22039 4.89739 0.70055 0.000
H 4.62890 5.02561 0.08615 0.000
H 5.93811 2.91538 -0.03374 0.000
H 4.89822 0.77119 0.43503 0.000
O -1.38009 1.65180 0.83058 0.034
C -2.44472 1.75214 1.42345 0.008
C -3.27896 0.56620 1.78308 0.002
C -4.02025 0.24248 0.46379 0.001
C -4.70855 1.41860 -0.25827 0.000
C -3.77292 2.47326 -0.88389 0.000
C -3.27831 3.54024 0.10947 0.000
N -3.10189 2.96352 1.45517 0.004
H -3.98116 0.80847 2.58402 0.000
H -2.66313 -0.27825 2.08014 0.001
H -4.75974 -0.53164 0.67561 0.000
H -3.28932 -0.20624 -0.21416 0.000
H -5.43065 1.90385 0.41230 0.000
H -5.30340 0.98513 -1.06542 0.000
H -4.28448 2.97598 -1.70687 0.000
H -2.91473 1.96358 -1.32698 0.000
H -4.00407 4.34811 0.20821 0.000
H -2.33842 3.97351 -0.22554 0.000
H -3.98836 2.87979 1.92984 0.000
```

Computed properties:
Multiplicity: 2
E_HOMO (alpha / beta) in eV: -4.441 / -4.386
Lowest unoccupied orbital energy (alpha / beta) in eV: 2.4500 / 2.3929
Total charge: -1
Total energy in a.u.: -3836.29925
F_max in eV Å⁻¹: 0.3


A molecular structure, C25H36EuNO2. Source: the OMol25 dataset; level of theory: the ωB97M-V functional and the def2-TZVPD basis.

```
65
Properties=species:S:1:pos:R:3:nbo_charge:R:1
O -5.41710 -0.67296 -1.59009 -0.558
C -5.89821 -2.06898 -1.57544 -0.062
C -7.14776 -1.76663 -2.38905 -0.463
H -6.10977 -2.40281 -0.54901 0.180
H -5.18369 -2.72901 -2.08717 0.177
C -6.60198 -0.31684 -2.35717 0.269
H -8.07935 -1.92034 -1.84388 0.213
H -7.15201 -2.22961 -3.37606 0.212
C -7.50091 0.64459 -1.60423 -0.626
H -7.80031 0.24676 -0.62807 0.214
H -8.41358 0.83495 -2.18591 0.214
H -6.99252 1.60524 -1.46316 0.216
C -6.22513 0.22576 -3.72090 -0.625
H -5.59724 -0.48194 -4.27438 0.213
H -5.68811 1.17536 -3.60842 0.216
H -7.13048 0.41875 -4.31224 0.214
Eu 2.26102 0.38920 0.59590 1.475
C 4.10853 0.71880 -1.38935 -0.322
C 4.29620 -0.54729 -0.75615 -0.309
C 3.18993 -1.37417 -1.08780 -0.382
H 5.07266 -0.79546 -0.04713 0.254
C 2.34178 -0.63518 -1.96889 -0.325
C 2.90744 0.65835 -2.14281 -0.297
H 2.50501 1.45137 -2.75764 0.227
H 4.76231 1.57538 -1.28628 0.236
H 2.96252 -2.31789 -0.60998 0.229
H 1.42365 -0.99255 -2.41925 0.217
C 3.20683 2.72643 1.38297 -0.319
C 2.59649 3.09963 0.15720 -0.276
C 1.19362 2.92735 0.28724 -0.355
H 3.12275 3.44268 -0.72213 0.229
C 0.93002 2.44665 1.60142 -0.311
C 2.17442 2.33954 2.29083 -0.346
H 2.32031 1.89277 3.26725 0.248
H 4.27299 2.69035 1.55707 0.243
H 0.46287 3.11630 -0.48802 0.222
H -0.02814 2.11584 1.97904 0.218
O 0.05691 -0.16447 0.11596 -0.595
C -0.88347 0.43743 -0.86950 -0.054
C -1.83843 -0.69371 -1.24057 -0.435
H -0.29208 0.82639 -1.70777 0.211
H -1.37131 1.28781 -0.37373 0.197
C -1.82520 -1.59445 0.00029 -0.426
H -1.39834 -1.23940 -2.08087 0.205
H -2.83907 -0.34847 -1.52006 0.259
C -0.37972 -1.52646 0.47740 -0.070
H -2.17248 -2.62076 -0.16903 0.231
H -2.44564 -1.13119 0.77540 0.213
H 0.27011 -2.25202 -0.03377 0.191
H -0.25574 -1.65371 1.55959 0.205
C 1.94043 -1.03653 3.35154 -0.619
C 3.40856 -0.73297 3.25693 0.059
C 4.38287 -1.01141 4.24158 -0.327
C 5.62661 -0.46074 3.76828 -0.319
C 5.35309 0.10374 2.52836 0.095
C 6.32571 0.82544 1.68132 -0.626
N 4.02229 -0.09506 2.21240 -0.615
H 1.55569 -0.61545 4.28889 0.239
H 1.79826 -2.12038 3.41896 0.226
H 1.24551 -0.69643 2.57610 0.166
H 4.14225 -1.53258 5.17105 0.201
H 6.61829 -0.44212 4.21457 0.208
H 6.07757 1.86523 1.52335 0.197
H 7.25309 0.76892 2.24233 0.220
H 6.47915 0.36298 0.71273 0.201
```

Computed properties:
Multiplicity: 7
E_HOMO (alpha / beta) in eV: -6.596 / -6.594
Lowest unoccupied orbital energy (alpha / beta) in eV: -0.5949 / 0.1696
Total charge: 0
Total energy in a.u.: -1889.68340
F_max in eV Å⁻¹: 2.4


total energy of number 2 (C25H36BeClCsF3N4O6)? -2438.51066 a.u.